1.
The following is a DFT calculation (the ωB97M-V functional and the def2-TZVPD basis) of a gas-phase ion, C11H18N3O5 (charge -1).

XYZ file:
```
37
Properties=species:S:1:pos:R:3:forces:R:3
O -1.01770 2.44199 1.91199 -0.1 0.0 -0.2
O 1.76963 -0.54078 -0.75193 -0.8 0.2 -2.2
O -2.83861 0.19158 -2.74811 0.6 -0.9 1.0
O -1.87211 -1.03785 2.20795 -0.3 -0.3 0.0
O 3.42521 0.04607 0.58789 0.9 0.3 0.3
C 0.08586 2.24082 1.41793 -0.8 1.1 -0.2
C 2.48932 -0.68196 0.24179 -0.4 -0.2 1.5
C -1.82410 -0.14174 -2.10873 -0.9 1.0 -0.4
C -0.90230 -0.64499 1.58569 -0.3 0.7 -0.1
N -0.61593 0.19150 -2.59336 0.5 0.0 0.7
N -0.81755 -0.65500 0.22374 0.2 0.9 0.0
N 0.80230 1.16798 1.69605 1.4 -1.4 0.0
C 0.73380 3.22625 0.45211 -0.2 -0.7 0.3
C -0.43638 0.94620 -3.84681 0.6 -0.5 1.0
C 1.97492 -1.71449 1.27519 0.2 0.4 -0.2
C -2.19332 -2.35445 -0.73381 0.0 0.6 -1.2
C 1.46162 -1.01126 2.52130 0.0 0.2 0.3
C -1.93632 -0.82986 -0.70218 0.0 -0.8 1.1
C 0.28832 -0.01479 2.36921 0.5 0.2 -0.1
H 0.19362 -0.06075 -2.03435 0.3 0.2 -0.3
H 0.06675 -0.43252 -0.19728 0.8 0.1 0.1
H 1.74664 1.07404 1.32539 -0.2 0.2 -0.1
H 1.27719 2.68990 -0.33229 -0.2 0.2 0.0
H 1.44503 3.79495 1.01988 0.5 0.5 0.2
H -0.04806 3.88004 0.08633 0.0 0.1 -0.2
H -1.18201 1.74243 -3.96025 0.2 -0.3 0.1
H 0.59733 1.34644 -3.84926 -0.7 -0.1 0.1
H -0.49992 0.21563 -4.63535 -0.2 0.1 -0.7
H 1.14536 -2.26394 0.85981 0.0 -0.5 -0.4
H 2.80194 -2.37247 1.54680 -0.1 -0.1 0.1
H -3.13577 -2.53437 -1.23188 -0.2 -0.4 -0.3
H -2.24701 -2.74426 0.26280 -0.1 0.1 0.6
H -1.36323 -2.86786 -1.24369 -0.3 0.2 0.0
H 1.14571 -1.76482 3.21593 -0.3 -0.5 0.5
H 2.30440 -0.49954 2.97449 0.1 0.3 0.2
H -2.76591 -0.33379 -0.19617 -0.3 -0.1 -0.4
H -0.05874 0.30565 3.38317 -0.1 -0.6 -0.9
```
Forces are in eV/Å.

For the highest occupied orbital energy, the calculation gives -5.8 eV. As for the energy above the lowest of the compared OMol25 structures with the same formula, charge and spin: 15.9 kJ/mol. The multiplicity is 1. For the total energy, the calculation gives -26411.047 eV. The total charge is -1. The structure (SMILES) is CNC(=O)[C@@H](C)NC(=O)[C@@H](CCC(=O)[O-])NC(C)=O.

Mulliken population analysis, charges in e, atoms 1 to 6: atom 1 (O): -0.702, atom 2 (O): -0.812, atom 3 (O): -0.729, atom 4 (O): -0.722, atom 5 (O): -0.713, atom 6 (C): 0.863

2.
The following is a DFT calculation (the ωB97M-V functional and the def2-TZVPD basis) of 12 unconnected molecules or ions with the total composition C5H37N2O11.

XYZ file:
```
55
Properties=species:S:1:pos:R:3:forces:R:3
C 0.82371 0.19257 -1.06465 -0.6 0.4 2.9
N -0.14737 1.29844 -1.21757 0.8 0.1 -1.1
C -0.53144 1.48347 -2.62315 -0.4 1.3 -0.9
C 0.69549 -0.13400 0.46948 -0.5 0.5 -0.3
N -0.65033 -0.81085 0.58842 1.1 0.1 2.0
C 1.86108 -0.43881 2.71912 -1.0 -1.3 -0.1
C 1.82063 -0.79877 1.24752 1.1 0.6 -2.8
H 0.53832 -0.62928 -1.72491 0.3 0.2 0.3
H 1.86776 0.45135 -1.11799 0.4 0.2 -1.0
H 0.29675 2.17227 -0.86357 -0.4 -0.8 -0.5
H 0.21640 1.51913 -3.44199 0.2 -0.6 0.8
H -0.99226 2.44207 -2.73755 0.0 1.2 0.4
H -1.38637 0.92842 -2.97920 0.1 -1.3 0.3
H 0.56305 0.83924 0.96573 -0.1 -0.1 -0.3
H -0.70557 -1.50078 -0.12987 -0.7 -0.6 -1.2
H -1.36406 -0.05109 0.58613 -0.3 -1.1 -0.4
H -0.72254 -1.39205 1.44910 -0.1 0.6 0.1
H 2.88287 -0.31673 3.03862 0.3 1.0 0.0
H 1.64122 -1.35659 3.25486 -0.9 0.2 0.6
H 1.11690 0.39643 2.89191 1.2 -0.9 0.4
H 2.75789 -0.40903 0.80116 -0.4 0.4 0.0
H 1.90638 -1.79821 0.80421 -0.2 -0.6 1.3
H 1.92880 2.05462 -2.36458 0.0 0.5 -0.7
H 3.23258 2.54032 -1.98852 0.3 0.6 -0.3
O 2.45634 2.86695 -2.46688 -0.1 -0.8 0.9
H -2.54953 1.30887 3.84639 0.4 -0.2 0.6
H -1.68085 1.62948 2.74627 0.7 0.7 -0.5
O -1.59775 1.33530 3.64477 -1.1 -0.7 0.8
H -2.06173 -2.01893 3.87192 0.6 0.7 0.1
H -1.16275 -0.65920 3.91116 -0.7 -0.6 0.1
O -1.23449 -1.58568 3.59946 0.3 0.5 0.0
H -2.14097 -4.07656 1.77365 0.1 0.0 0.0
H -2.57869 -2.62723 1.72692 0.5 -0.3 0.0
O -1.77563 -3.18268 1.77371 -1.0 -0.4 -0.5
H 2.45448 2.82102 1.37549 -0.5 1.3 0.3
H 1.46985 4.17061 1.59328 1.3 0.2 0.2
O 1.57730 3.24868 1.36138 -0.2 -1.4 -0.6
H 3.57822 0.03931 -3.75842 0.1 -0.2 -0.3
H 2.10614 -0.54805 -3.83216 0.8 0.7 0.3
O 2.69086 0.13455 -3.41677 -1.0 -0.7 0.0
H 0.00514 -2.37163 -4.39115 0.1 0.0 -0.5
H 0.08431 -1.77520 -3.04319 -0.2 0.1 0.1
O 0.25624 -1.54722 -3.96466 0.0 -0.3 0.3
H -0.11776 3.02540 1.34052 -0.1 -0.2 0.3
H -1.04369 4.04680 1.97955 -0.4 -0.2 0.1
O -0.99454 3.10748 1.76148 0.2 0.4 -0.7
H -3.14922 -1.53087 -2.20445 1.7 -1.1 0.9
H -2.45362 -2.64453 -2.84812 0.5 -0.6 -0.1
O -2.37230 -2.16740 -2.01785 -2.4 1.9 -0.8
H 0.66603 -3.91661 -1.11349 0.3 0.3 -0.4
H -0.54312 -4.16632 -0.32977 -0.2 1.1 -0.7
O -0.20413 -3.51725 -0.99920 0.2 -1.3 1.1
H -2.62260 1.32136 -0.23519 -0.5 -0.3 0.6
H -1.96041 1.52885 1.04335 -0.5 0.7 0.2
O -2.75103 1.06856 0.70928 0.9 0.2 -1.1
```
Forces are in eV/Å.

For the highest occupied orbital energy, the calculation gives -12.5 eV. As for the energy above the lowest of the compared OMol25 structures with the same formula, charge and spin: 433.1 kJ/mol. The multiplicity is 1. For the total energy, the calculation gives -31281.405 eV. The total charge is +1.

Mulliken population analysis, charges in e, atoms 1 to 6: atom 1 (C): 0.008, atom 2 (N): 0.010, atom 3 (C): -1.066, atom 4 (C): 0.751, atom 5 (N): 0.386, atom 6 (C): -1.168

3.
The following is a DFT calculation (the ωB97M-V functional and the def2-TZVPD basis) of C17H20BrF3N4O in the gas phase.

XYZ file:
```
46
Properties=species:S:1:pos:R:3:forces:R:3
O 1.09811 1.40567 -3.57865 0.2 0.3 0.4
F 4.88135 1.87706 -1.03250 -0.7 -0.7 0.4
F 4.12157 -0.03367 -1.81997 0.1 0.6 1.1
F 4.01905 0.38847 0.36208 -0.1 0.7 -1.4
Br -2.75478 -1.09017 0.84923 -0.4 -0.3 0.2
N 0.17370 0.31528 4.12807 -1.1 0.1 -0.4
C 0.80078 0.62026 -2.69589 -0.2 0.1 -1.3
C -0.19770 1.11711 5.13617 0.9 0.0 0.3
C -0.59001 0.34636 3.01504 -0.6 1.1 0.3
C -1.22507 2.03883 5.08910 -0.9 -0.3 0.1
C -1.69641 1.23411 2.88218 0.6 0.5 1.0
C -2.03042 2.08773 3.95191 0.9 -0.7 -1.0
N -2.34930 -1.16049 -3.69775 -1.1 0.1 0.2
N 1.40465 0.63267 -1.45135 1.3 0.8 -1.1
N -1.88029 -1.99083 -2.59881 1.3 -1.5 0.6
C 3.89633 0.95017 -0.89057 0.3 -0.8 -0.8
C 2.54853 1.60085 -1.18489 -1.4 -0.8 0.1
C -1.29888 -0.24740 -4.09634 0.5 0.8 1.2
C 0.18534 0.47166 0.65657 1.0 0.6 -0.3
C -0.28036 -2.39601 0.22738 -1.0 0.5 1.1
C -0.97353 -1.63471 1.39948 1.3 -0.7 -0.1
C -0.19749 -0.50242 -3.07935 0.5 0.4 1.3
C -0.09835 -0.45345 1.83319 -0.3 0.5 0.2
C 1.00491 -0.27392 -0.42938 -0.9 -0.6 2.3
C -0.90327 -1.13624 -1.88544 -0.5 2.1 -0.7
C 0.21098 -1.51321 -0.89589 -0.4 -0.8 -0.8
H 0.43080 1.07930 6.04334 -0.3 -0.1 -0.6
H -1.45140 2.61324 5.98077 0.1 0.1 -0.2
H -2.23187 1.38539 1.95062 0.1 -0.4 0.1
H -2.83040 2.79842 3.77881 0.0 0.0 0.4
H -2.68343 -1.67815 -4.50376 0.4 -0.6 0.6
H -2.64646 -2.28690 -1.98970 0.1 0.7 -0.4
H 2.31031 2.22538 -0.32797 -0.1 0.1 0.1
H 2.67795 2.26225 -2.04632 -0.2 -0.4 0.0
H -1.66577 0.74335 -3.94333 -0.2 1.0 -0.2
H -0.95576 -0.34300 -5.10834 0.1 -0.2 -0.5
H -0.72912 0.87988 0.21557 0.1 0.0 0.1
H 0.81075 1.33904 0.98584 -0.6 -0.6 0.0
H 0.52704 -2.97733 0.65071 0.4 -0.1 0.3
H -0.99380 -3.12011 -0.16700 0.1 0.0 -0.1
H -1.06710 -2.33453 2.24156 -0.4 0.3 -0.3
H 0.43172 -1.26216 -3.48958 0.7 -0.7 -0.3
H 0.86421 -0.83422 2.17882 0.0 -0.4 -0.1
H 1.89122 -0.67237 0.12451 -0.4 0.2 -0.7
H -1.48892 -0.35226 -1.36492 0.2 0.0 -0.3
H 0.93057 -2.11889 -1.40322 0.5 -0.6 -0.8
```
Forces are in eV/Å.

For the highest occupied orbital energy, the calculation gives -7.8 eV. The multiplicity is 1. For the total energy, the calculation gives -104156.125 eV. The total charge is 0. The structure (SMILES) is O=C1[C@@H]2CNN[C@H]2[C@@H]2C[C@H](Br)[C@H](c3ccccn3)C[C@@H]2N1CC(F)(F)F.

Mulliken population analysis, charges in e, atoms 1 to 6: atom 1 (O): -0.718, atom 2 (F): -0.278, atom 3 (F): -0.268, atom 4 (F): -0.246, atom 5 (Br): -0.139, atom 6 (N): -0.561

4.
The following is a DFT calculation (the ωB97M-V functional and the def2-TZVPD basis) of C11H13ClFNO3S in the gas phase.

XYZ file:
```
31
Properties=species:S:1:pos:R:3:forces:R:3
O -3.89330 -0.21655 -1.75689 0.3 0.2 -0.4
S -3.59897 -0.45324 -0.36936 -0.1 -0.2 0.6
O -4.58911 -1.13139 0.42046 0.1 0.0 0.3
C -2.01420 -1.33457 -0.25939 -0.6 0.8 0.0
H -2.12492 -2.29512 -0.75274 -0.2 -0.1 -0.1
C -0.97923 -0.45408 -0.94623 0.4 -0.2 0.1
N -0.80220 0.84412 -0.32787 0.8 0.4 -0.2
C -1.97863 1.68945 -0.35930 0.2 0.3 0.3
C -3.16930 1.13043 0.40817 0.2 -0.8 -0.4
H -4.03529 1.78233 0.34792 -0.2 -0.1 -0.1
H -2.92401 0.91782 1.44476 0.0 0.0 0.1
H -2.25561 1.81224 -1.40830 0.1 0.1 0.0
H -1.68919 2.66367 0.04704 -0.1 -0.1 -0.1
O -0.36082 0.69434 1.02715 -0.8 -0.3 -0.1
C 0.94255 1.21925 1.19011 0.2 0.2 -0.1
C 2.00870 0.30011 0.64551 -0.1 0.2 -0.1
C 1.98036 -1.04492 1.00039 0.2 0.1 -0.1
C 2.90939 -1.94472 0.51543 0.1 -0.1 -0.1
C 3.89070 -1.47663 -0.34068 -0.1 0.2 0.0
C 3.95871 -0.14851 -0.71637 0.1 -0.2 0.0
C 3.00980 0.73276 -0.21950 -0.1 -0.4 0.2
Cl 3.11415 2.38668 -0.70116 0.1 0.3 -0.1
H 4.73531 0.18768 -1.38400 0.1 0.0 -0.1
F 4.80751 -2.33343 -0.82321 0.0 0.0 0.0
H 2.88490 -2.98646 0.79102 0.0 -0.1 0.0
H 1.20048 -1.38097 1.66671 -0.1 -0.1 0.1
H 1.06017 1.32458 2.27327 0.0 0.0 -0.1
H 1.01067 2.20587 0.72277 0.0 -0.1 0.1
H -1.29543 -0.27427 -1.97597 0.1 0.0 0.0
H -0.00152 -0.94616 -0.95684 -0.2 0.0 -0.1
H -1.80167 -1.47031 0.79709 0.0 -0.1 0.1
```
Forces are in eV/Å.

For the highest occupied orbital energy, the calculation gives -9.5 eV. The multiplicity is 1. For the total energy, the calculation gives -45323.787 eV. The total charge is 0. The structure (SMILES) is O=S1(=O)CCN(OCc2ccc(F)cc2Cl)CC1.

Mulliken population analysis, charges in e, atoms 1 to 6: atom 1 (O): -0.623, atom 2 (S): 1.072, atom 3 (O): -0.683, atom 4 (C): -0.615, atom 5 (H): 0.483, atom 6 (C): -0.904

Q: What is the multiplicity in the first record?
A: 1